[1]
C35H33BN4O5S7Ti | ωB97M-V/def2-TZVPD

```
! RIJCOSX wB97M-V def2-TZVPD def2/J DEFGRID3
* xyz -2 1
Ti 0.90 0.23 1.96
N -0.05 -3.67 3.32
C -1.36 -4.01 3.01
C -1.78 -5.33 3.04
C -3.11 -5.66 2.79
C -4.03 -4.67 2.48
C -3.60 -3.34 2.43
C -2.29 -3.00 2.72
S -1.79 -1.33 2.82
N -0.14 -1.43 2.43
C 0.56 -2.51 2.81
C 1.93 -2.44 2.57
C 2.90 -3.45 2.84
C 4.19 -3.26 2.47
C 4.57 -2.06 1.82
C 3.61 -1.09 1.63
N 2.32 -1.23 2.02
H 0.58 -4.45 3.39
H -1.06 -6.11 3.26
H -3.42 -6.70 2.82
H -5.06 -4.92 2.26
H -4.29 -2.55 2.17
H 2.61 -4.36 3.36
H 4.93 -4.02 2.68
H 5.59 -1.89 1.50
H 3.87 -0.15 1.18
S 5.33 3.59 7.02
C 4.28 2.89 5.92
S 4.34 3.15 4.23
C 2.98 2.14 3.75
C 2.35 1.49 4.75
S 0.98 0.44 4.63
S 3.03 1.80 6.35
S 2.54 2.12 2.06
C -1.47 4.94 2.90
N -0.92 3.79 2.21
C -0.04 4.01 1.07
C -1.21 2.58 2.66
O -0.77 1.52 2.25
H -0.93 5.83 2.57
H -1.35 4.86 3.98
H -2.53 5.08 2.68
H -0.55 4.67 0.36
H 0.16 3.06 0.57
H 0.90 4.46 1.38
H -1.91 2.59 3.51
O 4.82 4.79 -4.40
C 5.40 3.64 -3.93
O 6.58 3.49 -4.13
C 4.51 2.68 -3.24
C 5.03 1.42 -2.92
C 4.24 0.47 -2.30
C 2.89 0.72 -1.99
S 1.93 -0.54 -1.29
C 2.39 2.00 -2.28
C 3.19 2.95 -2.89
H 3.87 4.74 -4.23
H 6.06 1.21 -3.17
H 4.65 -0.50 -2.06
H 1.36 2.24 -2.02
H 2.75 3.93 -3.06
C -5.33 -1.63 -3.37
C -4.17 -1.16 -4.27
C -3.51 -2.40 -4.90
C -4.76 -0.31 -5.39
C -3.15 -0.40 -3.43
C -2.86 0.94 -3.63
C -1.92 1.63 -2.84
C -1.28 0.93 -1.85
O -0.37 1.38 -0.95
B 0.13 0.17 -0.23
O -0.84 -0.89 -0.59
C -1.55 -0.42 -1.63
C -2.47 -1.09 -2.40
H -6.06 -2.19 -3.94
H -5.82 -0.76 -2.92
H -4.97 -2.26 -2.56
H -4.23 -2.94 -5.53
H -3.14 -3.09 -4.14
H -2.66 -2.09 -5.52
H -5.45 -0.92 -5.98
H -3.98 0.05 -6.06
H -5.30 0.55 -5.00
H -3.36 1.49 -4.42
H -1.71 2.68 -3.01
H -2.66 -2.13 -2.19
*
```

- strongest force on any atom (eV/A) = 1.65
- M (g/mol) = 872.82
- HOMO energy (alpha / beta) (eV) = -0.66 / -0.67
- DFT total energy (Ha) = -5610.65487

---

[2]
C35H33BaN12O9S3 | ωB97M-V/def2-TZVPD

```
! RIJCOSX wB97M-V def2-TZVPD def2/J DEFGRID3
* xyz -1 1
Ba -0.47 1.27 0.02
C -3.88 1.84 2.29
C -4.26 1.81 0.81
C -4.18 0.42 0.17
C -5.24 -0.12 -0.54
C -5.09 -1.38 -1.10
C -3.90 -2.07 -0.94
C -2.90 -1.45 -0.22
N -3.04 -0.24 0.34
N -2.42 1.94 2.57
C -1.99 3.34 2.65
C -0.49 3.53 2.89
C -0.01 4.52 3.74
C 1.35 4.70 3.85
C 2.22 3.90 3.13
C 1.66 2.91 2.34
N 0.33 2.72 2.23
C -2.12 1.28 3.86
C -2.33 -0.22 3.92
C -3.25 -0.76 4.81
C -3.39 -2.14 4.89
C -2.59 -2.93 4.09
C -1.69 -2.30 3.25
N -1.55 -0.98 3.15
H -4.23 0.92 2.75
H -4.40 2.66 2.80
H -3.63 2.52 0.26
H -5.28 2.18 0.70
H -6.15 0.45 -0.66
H -5.91 -1.81 -1.66
H -3.75 -3.05 -1.37
H -1.94 -1.95 -0.06
H -2.53 3.87 3.45
H -2.24 3.85 1.71
H -0.71 5.14 4.29
H 1.74 5.48 4.49
H 3.29 4.02 3.16
H 2.30 2.26 1.74
H -2.71 1.75 4.66
H -1.07 1.45 4.10
H -3.86 -0.10 5.42
H -4.11 -2.58 5.57
H -2.65 -4.01 4.11
H -1.03 -2.90 2.63
O -3.18 2.69 -2.73
S -1.92 2.36 -2.14
O -1.70 0.91 -1.93
O -1.64 3.07 -0.87
C -0.63 2.65 -3.36
C -1.01 2.20 -4.63
C -0.07 1.98 -5.62
C 1.27 2.20 -5.36
C 1.68 2.68 -4.13
C 0.75 2.92 -3.12
S 1.44 3.65 -1.60
O 0.61 4.76 -1.27
O 2.83 3.90 -1.86
O 1.27 2.51 -0.60
H -2.05 2.00 -4.83
H -0.38 1.62 -6.59
H 2.02 2.00 -6.13
H 2.71 2.91 -3.93
N 2.41 -1.25 5.41
N 2.17 -1.08 4.02
N 2.90 -1.65 3.10
C 2.33 -1.14 2.01
N 1.32 -0.31 2.29
N 1.24 -0.28 3.62
H 2.88 -2.15 5.47
H 1.48 -1.32 5.82
H 2.66 -1.37 1.01
O 5.24 -7.71 -3.14
S 3.98 -7.30 -3.73
O 2.86 -7.30 -2.83
O 3.72 -7.83 -5.04
C 4.28 -5.54 -4.07
N 5.18 -5.28 -5.03
C 5.39 -4.00 -5.29
C 4.73 -2.97 -4.64
C 3.85 -3.35 -3.65
N 3.61 -4.62 -3.36
C 3.05 -2.36 -2.84
C 3.45 -1.04 -2.65
C 2.67 -0.19 -1.88
N 1.52 -0.58 -1.31
C 1.16 -1.85 -1.50
C 1.88 -2.77 -2.24
H 6.11 -3.77 -6.07
H 4.90 -1.93 -4.91
H 4.37 -0.67 -3.07
H 2.98 0.84 -1.72
H 0.23 -2.17 -1.03
H 1.54 -3.80 -2.33
*
```

- strongest force on any atom (eV/A) = 7.26
- M (g/mol) = 999.25
- HOMO energy (eV) = -5.43
- DFT total energy (Ha) = -3907.98461

---

[3]
C35H33BrGeN5ORhS | ωB97M-V/def2-TZVPD

```
! RIJCOSX wB97M-V def2-TZVPD def2/J DEFGRID3
* xyz 1 6
Rh 1.15 -0.93 -0.37
C -1.95 0.65 2.74
C -0.90 -0.07 1.97
N -0.43 0.35 0.80
N -0.94 1.42 0.28
C -0.44 1.61 -1.04
O 0.32 0.80 -1.57
C -0.95 2.79 -1.74
C -1.82 3.69 -1.12
C -2.29 4.79 -1.82
C -1.89 4.99 -3.13
C -1.02 4.10 -3.76
C -0.55 3.01 -3.06
C -0.33 -1.33 2.42
C -0.66 -1.90 3.64
C -0.04 -3.09 4.02
C 0.88 -3.67 3.16
C 1.14 -3.05 1.94
N 0.56 -1.92 1.58
H -2.07 1.66 2.36
H -1.71 0.68 3.80
H -2.89 0.11 2.63
H -2.13 3.52 -0.10
H -2.96 5.48 -1.34
H -2.26 5.85 -3.68
H -0.72 4.27 -4.78
H 0.13 2.30 -3.53
H -1.38 -1.43 4.28
H -0.27 -3.54 4.97
H 1.37 -4.59 3.42
H 1.84 -3.48 1.23
C -2.99 -0.17 -1.84
Ge -1.89 -1.76 -1.49
C -1.77 -2.90 -3.05
C -2.32 -4.18 -3.11
C -2.20 -4.94 -4.27
C -1.53 -4.43 -5.37
C -0.96 -3.16 -5.32
C -1.08 -2.40 -4.16
C -2.48 -2.66 0.14
C -3.46 -2.05 0.89
C -3.91 -2.59 2.11
C -3.38 -3.76 2.57
C -2.37 -4.43 1.84
C -1.83 -5.66 2.30
C -0.86 -6.31 1.58
C -0.38 -5.75 0.38
C -0.88 -4.56 -0.08
C -1.90 -3.87 0.62
H -4.01 -0.48 -2.06
H -2.59 0.34 -2.71
H -2.99 0.52 -0.99
H -2.84 -4.59 -2.26
H -2.64 -5.93 -4.31
H -1.43 -5.02 -6.27
H -0.43 -2.76 -6.17
H -0.62 -1.42 -4.12
H -3.92 -1.13 0.52
H -4.70 -2.09 2.66
H -3.73 -4.19 3.50
H -2.21 -6.08 3.22
H -0.47 -7.25 1.93
H 0.39 -6.26 -0.18
H -0.49 -4.14 -1.00
Br 2.22 -2.62 -1.86
C 5.38 2.36 0.97
N 5.31 1.32 -0.04
C 6.28 1.03 -0.99
C 5.82 0.00 -1.72
N 4.59 -0.34 -1.22
C 4.27 0.47 -0.19
S 2.87 0.47 0.79
H 6.29 2.93 0.81
H 5.40 1.91 1.96
H 4.51 3.00 0.89
H 7.20 1.59 -1.05
H 6.26 -0.52 -2.56
H 3.99 -1.10 -1.52
*
```

- strongest force on any atom (eV/A) = 0.28
- M (g/mol) = 827.17
- HOMO energy (alpha / beta) (eV) = -8.84 / -10.53
- DFT total energy (Ha) = -6862.00144

---

[4]
C35H33BrN4O6Pb | ωB97M-V/def2-TZVPD

```
! RIJCOSX wB97M-V def2-TZVPD def2/J DEFGRID3
* xyz 2 1
Pb 0.47 0.98 -1.13
C -1.34 -6.59 1.98
O -1.29 -5.20 1.66
C -1.15 -4.30 2.67
C -0.99 -4.60 4.02
C -0.81 -3.57 4.94
C -0.83 -2.25 4.53
C -1.02 -1.95 3.18
C -1.18 -2.97 2.26
N -1.43 -2.75 0.88
C -1.22 -1.52 0.28
N -2.33 -0.96 -0.20
C -2.59 0.23 -0.90
C -1.70 1.21 -1.33
C -2.09 2.32 -2.08
C -3.43 2.47 -2.35
C -4.37 1.54 -1.90
C -3.96 0.44 -1.18
O -4.77 -0.53 -0.70
C -6.16 -0.49 -1.08
N -0.03 -0.97 0.23
C 1.07 -1.81 0.60
C 1.86 -1.46 1.70
C 2.97 -2.22 2.04
C 3.30 -3.34 1.29
C 2.51 -3.71 0.20
C 1.39 -2.96 -0.14
O 0.56 -3.34 -1.15
C 1.14 -3.37 -2.46
H -1.10 -7.12 1.06
H -2.34 -6.86 2.31
H -0.60 -6.85 2.74
H -0.99 -5.62 4.35
H -0.67 -3.81 5.98
H -0.70 -1.46 5.25
H -1.05 -0.92 2.85
H -1.47 -3.56 0.28
H -3.17 -1.48 0.01
H -1.38 3.06 -2.39
H -3.76 3.34 -2.89
H -5.41 1.68 -2.12
H -6.64 0.40 -0.68
H -6.61 -1.37 -0.63
H -6.26 -0.53 -2.16
H 1.57 -0.61 2.30
H 3.57 -1.95 2.90
H 4.16 -3.94 1.55
H 2.74 -4.60 -0.37
H 0.46 -3.91 -3.10
H 2.11 -3.87 -2.45
H 1.27 -2.35 -2.85
O 2.42 0.36 -0.76
C 3.14 1.25 0.17
C 2.21 1.81 1.23
C 2.64 2.24 2.46
C 1.72 2.82 3.32
C 0.38 2.92 2.93
C 0.01 2.43 1.70
N 0.92 1.90 0.88
H 2.26 -0.51 -0.31
H 3.47 2.08 -0.45
H 4.00 0.75 0.59
H 3.68 2.15 2.73
H 2.03 3.19 4.29
H -0.36 3.36 3.58
H -1.01 2.46 1.35
Br 2.04 8.10 -6.16
C 1.96 6.71 -4.91
C 2.84 6.70 -3.84
C 2.78 5.68 -2.92
C 1.83 4.66 -3.06
C 0.95 4.69 -4.14
C 1.01 5.71 -5.07
C 1.80 3.59 -2.06
O 2.53 3.54 -1.09
O 0.85 2.63 -2.28
H 3.57 7.49 -3.74
H 3.46 5.65 -2.08
H 0.21 3.90 -4.26
H 0.33 5.74 -5.91
*
```

- strongest force on any atom (eV/A) = 3.45
- M (g/mol) = 892.77
- HOMO energy (eV) = -12.64
- DFT total energy (Ha) = -4790.27437

---

[5]
C35H33Cl2FN3O2PdSi | ωB97M-V/def2-TZVPD

```
! RIJCOSX wB97M-V def2-TZVPD def2/J DEFGRID3
* xyz -1 1
Pd 0.30 -0.65 -0.33
N -1.34 -1.67 -2.05
C -1.48 -1.33 -3.42
C -2.64 -1.77 -4.06
C -2.88 -1.46 -5.38
C -1.96 -0.67 -6.07
C -0.80 -0.24 -5.43
C -0.52 -0.60 -4.11
C 0.76 -0.14 -3.49
C 1.83 0.06 -4.38
C 3.01 0.67 -4.00
C 3.12 1.16 -2.71
C 2.11 0.92 -1.81
C 0.95 0.21 -2.14
H -1.36 -0.83 -1.45
H -0.49 -2.20 -1.84
H -3.34 -2.35 -3.48
H -3.77 -1.81 -5.87
H -2.14 -0.39 -7.10
H -0.12 0.40 -5.97
H 1.72 -0.30 -5.39
H 3.81 0.78 -4.71
H 4.01 1.70 -2.40
H 2.20 1.32 -0.81
C -4.77 -3.94 0.87
Si -3.35 -2.98 -0.04
C -4.39 -1.46 -0.52
C -2.93 -4.40 -1.25
N -1.93 -2.48 0.78
C -1.64 -2.68 2.09
C -2.51 -3.11 3.13
C -2.10 -3.22 4.45
C -0.81 -2.92 4.84
C 0.09 -2.52 3.86
C -0.33 -2.43 2.56
F 0.62 -2.04 1.65
H -5.52 -4.21 0.12
H -5.28 -3.34 1.63
H -4.42 -4.86 1.34
H -5.34 -1.75 -0.99
H -3.90 -0.74 -1.17
H -4.64 -0.95 0.42
H -3.83 -4.76 -1.77
H -2.55 -5.23 -0.65
H -2.18 -4.16 -2.01
H -3.53 -3.34 2.87
H -2.82 -3.55 5.20
H -0.50 -3.00 5.88
H 1.12 -2.27 4.10
Cl 4.39 4.41 -0.82
C 2.66 4.31 -0.60
C 1.86 4.43 -1.72
C 0.49 4.32 -1.59
C -0.05 4.13 -0.33
C 0.75 4.05 0.79
Cl -0.05 3.95 2.32
C 2.16 4.10 0.69
N 3.05 4.05 1.76
C 2.92 3.31 2.99
C 2.71 4.04 4.15
C 2.66 3.42 5.38
C 2.84 2.05 5.46
C 3.08 1.32 4.31
C 3.13 1.93 3.05
C 3.47 1.08 1.86
C 2.30 0.38 1.14
O 1.17 0.91 1.18
O 2.58 -0.66 0.51
H 2.32 4.58 -2.69
H -0.15 4.38 -2.46
H -1.12 4.05 -0.20
H 4.01 4.11 1.45
H 2.57 5.11 4.06
H 2.48 4.00 6.28
H 2.82 1.55 6.42
H 3.25 0.25 4.37
H 4.15 0.28 2.15
H 3.96 1.67 1.08
*
```

- strongest force on any atom (eV/A) = 1.68
- M (g/mol) = 752.08
- HOMO energy (alpha / beta) (eV) = -3.58 / -3.58
- DFT total energy (Ha) = -3105.94480

---

[6]
C35H33F6N4S | ωB97M-V/def2-TZVPD

```
! RIJCOSX wB97M-V def2-TZVPD def2/J DEFGRID3
* xyz 1 1
C 4.37 1.55 5.03
N 4.55 0.31 4.32
C 5.94 -0.15 4.24
C 6.50 0.31 2.92
F 7.80 -0.03 2.72
F 5.76 -0.25 1.90
F 6.40 1.67 2.78
C 3.51 -0.42 3.82
C 3.57 -1.84 3.69
C 2.44 -2.57 3.33
C 1.24 -1.97 2.96
C 0.02 -2.93 2.80
C -1.37 -2.28 2.86
C -2.50 -2.99 2.42
C -3.73 -2.34 2.31
C -3.91 -1.02 2.76
N -5.07 -0.28 2.48
C -5.65 -0.33 1.16
C -6.02 0.16 3.51
C -5.71 1.52 4.09
F -6.82 2.16 4.56
F -4.82 1.41 5.13
F -5.14 2.34 3.15
C -2.84 -0.43 3.45
C -1.61 -1.06 3.53
C 1.22 -0.56 2.94
C 2.29 0.19 3.44
H 3.52 1.51 5.73
H 5.28 1.75 5.63
H 4.22 2.40 4.34
H 6.51 0.33 5.05
H 6.01 -1.24 4.24
H 4.50 -2.34 3.94
H 2.49 -3.66 3.44
H 0.05 -3.49 3.77
H -2.42 -4.05 2.17
H -4.57 -2.86 1.86
H -5.07 -1.00 0.53
H -6.70 -0.67 1.24
H -5.65 0.67 0.70
H -7.01 0.25 3.04
H -6.04 -0.55 4.35
H -2.97 0.57 3.85
H -0.84 -0.62 4.16
H 0.34 -0.01 2.60
H 2.22 1.27 3.53
C -2.80 -1.05 -1.08
C -1.59 -0.50 -0.64
C -0.58 -1.34 -0.16
C -0.77 -2.72 -0.17
C 0.39 -3.58 0.30
C 0.56 -4.73 -0.68
C 1.24 -5.91 -0.07
N 0.52 -6.25 1.15
C 0.44 -7.59 1.60
C -0.21 -7.69 2.82
C -0.40 -8.97 3.37
C 0.11 -10.10 2.73
C 0.81 -9.97 1.51
C 0.97 -8.70 0.95
S -0.65 -6.06 3.42
C 0.06 -5.32 2.02
N 0.19 -3.99 1.74
C -1.97 -3.28 -0.65
C -2.96 -2.44 -1.16
H -3.60 -0.39 -1.40
H -1.41 0.58 -0.68
H 0.38 -0.95 0.18
H 1.29 -2.97 0.28
H -0.40 -5.08 -1.09
H 1.14 -4.38 -1.54
H 1.17 -6.75 -0.76
H 2.31 -5.75 0.14
H -0.96 -9.09 4.31
H -0.03 -11.10 3.15
H 1.23 -10.85 1.02
H 1.51 -8.59 0.01
H -2.12 -4.36 -0.65
H -3.86 -2.87 -1.60
*
```

- strongest force on any atom (eV/A) = 1.70
- M (g/mol) = 655.73
- HOMO energy (eV) = -10.14
- DFT total energy (Ha) = -2569.73819